{
  "formula": "C5H8O2",
  "method": "ωB97M-V with the def2-TZVPD basis set",
  "symbols": ["C", "C", "C", "C", "O", "C", "O", "H", "H", "H", "H", "H", "H", "H", "H"],
  "positions_angstrom": [[-0.3676, 1.5397, -0.1758], [-0.0599, 0.1447, 0.3231], [-0.6765, -1.0241, -0.3905], [-1.1384, -0.6402, 0.9991], [1.2348, 0.0606, 0.8760], [2.6702, -0.6785, -0.8372], [2.3917, -0.0902, -1.7661], [0.2729, 1.8107, -1.0219], [-0.2159, 2.2733, 0.6221], [-1.4112, 1.6107, -0.5048], [-1.3423, -0.8210, -1.2276], [-0.1056, -1.9429, -0.4967], [-2.1182, -0.1897, 1.1268], [-0.8164, -1.2776, 1.8171], [1.7112, -0.7760, 0.6712]],
  "forces_ev_per_a": [[0.04, -0.01, 0.02], [-0.19, 0.04, 0.01], [0.07, -0.14, -0.14], [-0.13, 0.00, 0.18], [0.04, -0.22, 0.33], [0.40, 0.35, -1.89], [0.37, -0.54, 0.78], [-0.04, -0.08, 0.14], [0.02, -0.11, -0.07], [0.20, -0.09, 0.08], [0.20, 0.01, 0.16], [-0.05, 0.12, 0.07], [0.12, -0.08, -0.07], [-0.06, 0.09, -0.12], [-0.98, 0.66, 0.49]],
  "total_charge": 0,
  "total_energy_ha": -345.7369,
  "lumo_energy_ev": 1.044,
  "orbital_gap_ev": 10.53,
  "fmax_ev_per_a": 2.0,
  "homo_ev": -9.49
}

---

{
  "formula": "C22H33N3O3",
  "method": "ωB97M-V with the def2-TZVPD basis set",
  "symbols": ["N", "C", "C", "C", "C", "N", "C", "C", "C", "N", "C", "C", "C", "C", "C", "C", "C", "O", "H", "H", "H", "H", "H", "H", "H", "H", "H", "H", "H", "H", "H", "H", "H", "H", "H", "C", "C", "C", "O", "C", "H", "H", "H", "H", "H", "H", "H", "H", "C", "C", "C", "O", "C", "H", "H", "H", "H", "H", "H", "H", "H"],
  "positions_angstrom": [[1.5125, 4.1339, 1.7591], [2.1107, 4.0689, 0.7007], [2.6526, 3.6946, -0.7581], [2.9544, 2.1266, -0.9761], [4.3868, 1.8202, -0.2646], [5.2118, 1.4736, 0.5543], [1.7778, 1.1361, -0.4914], [2.3987, -0.1910, 0.1892], [1.3171, -1.3587, 0.4765], [-0.0094, -1.1105, -0.1651], [-0.9667, -0.3860, 0.7259], [-1.8680, 0.7280, 0.0181], [-2.6722, 1.7055, 0.9874], [-3.6229, 2.8051, 0.4257], [-3.8095, 2.9889, -1.1327], [-3.0142, 2.0829, -2.1199], [-2.0656, 0.9583, -1.5096], [-1.3755, 0.1433, -2.4668], [3.6648, 4.2556, -0.8743], [1.9774, 4.1418, -1.5903], [3.1013, 1.9408, -2.1121], [1.1678, 0.8549, -1.4409], [1.0279, 1.6062, 0.2387], [2.8681, 0.0754, 1.2151], [3.1723, -0.6264, -0.5589], [1.7181, -2.3511, 0.0208], [1.1984, -1.5398, 1.6044], [-0.4525, -2.0419, -0.3221], [-0.3750, 0.0982, 1.5984], [-1.6481, -1.1871, 1.2253], [-2.5225, 1.5657, 2.1271], [-4.2029, 3.4872, 1.1425], [-4.5292, 3.7979, -1.5233], [-3.0939, 2.2032, -3.2684], [-1.8365, -0.7130, -2.6136], [-4.7052, -1.3070, 4.8424], [-3.3799, -1.1012, 5.5398], [-2.3915, -1.3377, 4.4156], [-3.0384, -0.9311, 3.2014], [-4.4328, -0.7257, 3.4696], [-5.5466, -0.8293, 5.3477], [-4.9184, -2.3781, 4.7593], [-3.3036, -0.0674, 5.8932], [-3.2233, -1.7655, 6.3917], [-2.1417, -2.4001, 4.3226], [-1.4654, -0.7722, 4.5457], [-4.6219, 0.3531, 3.4507], [-5.0313, -1.1979, 2.6872], [3.4269, -1.4694, -4.6177], [2.7164, -2.7962, -4.4868], [3.2678, -3.3218, -3.1769], [3.5627, -2.1793, -2.3604], [3.4895, -1.0022, -3.1780], [2.9175, -0.7610, -5.2737], [4.4397, -1.6269, -5.0038], [1.6371, -2.6318, -4.3985], [2.8910, -3.4732, -5.3251], [4.2015, -3.8728, -3.3314], [2.5612, -3.9725, -2.6559], [2.5808, -0.4570, -2.8983], [4.3542, -0.3632, -2.9813]],
  "forces_ev_per_a": [[3.65, -0.13, -5.98], [-2.96, -1.05, 2.96], [0.92, 1.19, 0.46], [0.86, 0.07, 0.13], [1.04, -1.62, 3.68], [-4.04, 2.05, -4.68], [-0.07, -0.84, -0.01], [-0.30, -0.23, -0.18], [0.41, -0.59, -0.34], [-0.35, -0.83, 0.78], [-0.48, -0.02, 0.55], [-2.39, 2.99, -0.94], [-0.48, 0.50, -3.51], [1.91, -2.38, -2.16], [2.45, -2.62, 1.11], [0.15, -0.25, 4.17], [-1.60, 1.30, 1.59], [-1.20, 0.65, 0.94], [-1.77, -0.91, 0.24], [0.79, -0.97, 1.76], [-0.07, 0.51, 1.98], [1.05, 0.37, 1.71], [1.34, -0.26, -1.07], [-0.45, -0.33, -2.00], [-1.10, 0.78, 1.63], [-0.56, 1.76, 0.79], [0.27, 0.33, -1.38], [0.73, 1.10, -0.01], [-1.06, -0.55, -1.47], [0.81, 1.70, -0.71], [-0.36, 0.30, -2.19], [1.05, -1.21, -1.24], [1.36, -1.48, 0.68], [0.19, -0.32, 2.27], [0.31, 0.96, 0.46], [-0.35, -0.35, 0.00], [0.17, 0.30, 0.36], [0.25, -0.20, -0.20], [-0.16, -0.04, 0.33], [-0.03, 0.27, -0.25], [0.06, -0.03, -0.07], [-0.03, 0.09, 0.01], [0.03, -0.09, 0.01], [0.02, 0.05, -0.08], [0.06, 0.00, 0.09], [-0.05, -0.02, -0.12], [-0.11, -0.02, -0.02], [0.13, 0.05, -0.03], [0.37, 0.20, -0.30], [-0.48, -0.19, -0.12], [0.25, -0.19, 0.24], [-0.09, 0.03, -0.40], [-0.13, 0.15, 0.31], [0.04, -0.03, 0.08], [-0.08, 0.05, 0.01], [0.07, -0.04, -0.02], [0.00, 0.03, 0.09], [-0.05, -0.07, -0.03], [0.08, 0.08, 0.07], [-0.02, 0.06, -0.06], [0.00, -0.10, 0.11]],
  "smiles": "N#CC[C@@H](C#N)CCCNCc1ccccc1O.C1CCOC1.C1CCOC1",
  "total_charge": 0,
  "total_energy_ha": -1247.7587,
  "lumo_energy_ev": 0.499,
  "orbital_gap_ev": 8.83,
  "fmax_ev_per_a": 7.0,
  "homo_ev": -8.33
}

---

{
  "formula": "H8O3S2",
  "method": "ωB97M-V with the def2-TZVPD basis set",
  "symbols": ["S", "S", "H", "H", "O", "H", "H", "O", "H", "H", "O", "H", "H"],
  "positions_angstrom": [[0.3161, -1.4540, -0.2864], [-1.5575, -2.2457, -0.8265], [0.3994, -2.0265, 0.9168], [-1.8770, -2.6747, 0.3989], [-1.6889, 0.4357, 2.0366], [-1.3313, -0.3267, 1.5712], [-2.5979, 0.5108, 1.7210], [0.0593, 2.2808, -0.2540], [-0.6448, 1.7353, 0.1107], [0.8186, 1.6935, -0.3400], [2.4670, 0.8769, -1.4445], [2.7961, 1.1940, -2.2915], [2.8408, 0.0007, -1.3123]],
  "forces_ev_per_a": [[0.01, 0.25, 0.04], [0.00, -0.13, -0.01], [0.07, -0.24, 0.03], [-0.10, 0.01, 0.03], [-0.20, 0.06, -0.06], [0.07, 0.03, -0.12], [0.11, -0.01, 0.07], [-0.09, 0.08, -0.04], [0.07, -0.01, 0.17], [0.03, -0.02, -0.14], [-0.03, 0.00, 0.12], [-0.01, -0.06, 0.06], [0.07, 0.04, -0.14]],
  "smiles": "SS.O.O.O",
  "total_charge": 0,
  "total_energy_ha": -1026.8628,
  "lumo_energy_ev": -0.193,
  "orbital_gap_ev": 8.94,
  "fmax_ev_per_a": 0.3,
  "homo_ev": -9.14
}

---

{
  "formula": "C3H5NO",
  "method": "ωB97M-V with the def2-TZVPD basis set",
  "symbols": ["O", "C", "C", "C", "N", "H", "H", "H", "H", "H"],
  "positions_angstrom": [[0.4317, -1.9473, -1.6450], [0.1770, -1.3560, -0.6214], [0.0558, 0.1608, -0.5494], [0.2951, 0.9759, 0.7035], [-1.0732, 0.7982, 0.2123], [0.0075, -1.9250, 0.3404], [0.3205, 0.6374, -1.4830], [0.7060, 0.5152, 1.6047], [0.6010, 2.0498, 0.7024], [-1.5215, 0.0909, 0.7355]],
  "forces_ev_per_a": [[-0.18, 0.54, 0.75], [0.10, 0.26, 0.24], [0.13, 0.54, 0.36], [0.14, 0.68, 0.09], [1.48, 0.06, -0.68], [0.00, 0.40, -0.45], [-0.31, -0.01, -0.15], [-0.61, -0.41, -0.17], [0.02, -1.07, -0.69], [-0.79, -0.99, 0.71]],
  "smiles": "O=C[C@@H]1CN1",
  "total_charge": 0,
  "total_energy_ha": -247.2419,
  "lumo_energy_ev": 0.750,
  "orbital_gap_ev": 10.91,
  "fmax_ev_per_a": 1.6,
  "homo_ev": -10.16
}